# 1
{"formula": "C10H14O5Zn", "method": "wB97M-V/def2-TZVPD", "gap_ev": 5.56, "relative_energy_kj_mol": 39.8, "charge": 2, "lumo_energy_ev": -9.7, "elements": ["Zn", "O", "C", "C", "O", "C", "O", "C", "O", "C", "H", "H", "C", "H", "H", "C", "C", "O", "C", "C", "H", "H", "H", "H", "H", "H", "H", "H", "H", "H"], "coordinates": [[0.003, 0.009, -0.275], [0.155, 3.187, 0.372], [0.117, 2.090, 0.091], [-0.115, -2.092, -0.087], [-0.161, -3.207, 0.102], [2.063, -0.083, -0.091], [3.212, -0.152, 0.048], [-2.061, 0.093, -0.136], [-3.211, 0.152, -0.024], [0.033, 0.677, -5.206], [-0.878, 1.291, -5.161], [0.998, 1.200, -5.141], [-0.031, -0.668, -5.263], [0.879, -1.285, -5.246], [-0.996, -1.194, -5.267], [1.761, -0.353, 3.728], [0.802, -1.063, 2.770], [-0.028, -0.092, 2.109], [-0.848, 0.845, 2.828], [-1.794, 0.086, 3.759], [2.417, 0.326, 3.166], [2.383, -1.140, 4.183], [1.216, 0.193, 4.502], [1.343, -1.606, 1.979], [0.111, -1.772, 3.259], [-0.153, 1.531, 3.345], [-1.399, 1.428, 2.073], [-1.239, -0.499, 4.498], [-2.412, 0.847, 4.260], [-2.453, -0.565, 3.169]], "mulliken_charge": [0.3172, -0.0574, 0.3644, 0.3622, -0.0523, 0.4756, -0.0858, 0.4826, -0.0847, -0.5367, 0.2714, 0.2734, -0.5182, 0.2697, 0.2695, -1.1649, -0.5452, -0.0983, -0.5311, -1.1981, 0.3025, 0.4366, 0.3225, 0.4271, 0.3971, 0.4030, 0.4272, 0.3248, 0.4354, 0.3102]}

***

# 2
{"formula": "C4H12", "method": "wB97M-V/def2-TZVPD", "multiplicity": 2, "gap_ev": [2.88, 12.26], "relative_energy_kj_mol": 20.6, "charge": -1, "lumo_energy_ev": [4.4, 4.5], "elements": ["C", "C", "H", "H", "H", "H", "H", "H", "C", "C", "H", "H", "H", "H", "H", "H"], "coordinates": [[0.869, -2.065, -0.817], [-0.145, -1.685, -1.875], [0.716, -1.411, 0.032], [0.783, -3.117, -0.552], [1.872, -1.799, -1.155], [-0.106, -2.425, -2.682], [0.186, -0.772, -2.378], [-1.119, -1.530, -1.417], [-0.460, 1.339, 1.880], [-0.272, 2.435, 0.838], [-1.128, 1.641, 2.682], [-0.898, 0.473, 1.369], [0.457, 1.003, 2.360], [-0.227, 3.429, 1.280], [-1.182, 2.498, 0.236], [0.570, 2.259, 0.169]], "mulliken_charge": [-0.9253, -1.9335, -0.1250, 0.4914, 0.4531, 0.3948, 0.4563, 0.8441, -2.3701, -1.9284, 0.9949, 0.1897, 0.7135, 0.5110, 0.6957, 0.5378]}

***

# 3
{"formula": "C13H30BaO11", "method": "wB97M-V/def2-TZVPD", "gap_ev": 4.07, "relative_energy_kj_mol": 66.0, "charge": 0, "lumo_energy_ev": -1.3, "elements": ["Ba", "C", "C", "C", "O", "C", "C", "C", "O", "O", "O", "H", "H", "C", "O", "H", "H", "H", "H", "C", "O", "H", "H", "H", "H", "C", "O", "H", "H", "H", "H", "C", "O", "H", "H", "H", "H", "C", "O", "H", "H", "H", "H", "C", "O", "H", "H", "H", "H", "C", "O", "H", "H", "H", "H"], "coordinates": [[0.487, -0.221, -0.094], [-3.897, 1.239, 1.769], [-2.807, 0.592, 1.143], [-3.094, -0.598, 0.135], [-2.102, -1.075, -0.489], [-4.410, -1.054, 0.035], [-5.452, -0.458, 0.786], [-5.220, 0.773, 1.644], [-6.142, 1.337, 2.249], [-6.581, -0.976, 0.709], [-1.611, 0.877, 1.412], [-3.678, 2.024, 2.480], [-4.671, -1.811, -0.689], [2.633, 3.162, 0.464], [2.631, 1.766, 0.124], [1.851, 3.378, 1.184], [3.596, 3.502, 0.850], [2.445, 3.732, -0.451], [3.426, 1.632, -0.402], [-1.981, 2.469, -1.527], [-0.706, 1.845, -1.424], [-2.178, 3.152, -0.697], [-2.133, 2.936, -2.503], [-2.800, 1.751, -1.440], [-0.065, 2.481, -1.757], [-1.011, -2.893, 2.330], [-0.155, -2.507, 1.251], [-2.009, -3.233, 2.045], [-0.575, -3.718, 2.901], [-1.139, -2.023, 2.971], [0.197, -3.335, 0.909], [1.410, 1.048, 3.182], [1.589, -0.193, 2.497], [2.364, 1.547, 3.364], [0.759, 1.707, 2.613], [0.930, 0.837, 4.137], [2.120, -0.814, 2.996], [4.038, -1.642, 0.641], [2.984, -1.739, -0.326], [4.232, -2.613, 1.099], [4.958, -1.319, 0.144], [3.775, -0.899, 1.387], [3.176, -2.490, -0.892], [2.270, 1.360, -3.322], [2.047, 0.181, -2.562], [2.702, 1.174, -4.308], [1.357, 1.940, -3.408], [3.040, 1.990, -2.852], [2.767, -0.426, -2.751], [-0.206, -2.269, -3.132], [0.645, -2.338, -1.973], [-0.932, -1.480, -2.982], [0.413, -2.040, -4.010], [-0.602, -3.262, -3.349], [1.315, -3.007, -2.113]], "mulliken_charge": [1.0194, -0.7937, 0.1689, 0.3726, -0.4794, -0.8262, 0.3836, 0.3446, -0.7016, -0.7017, -0.3958, 0.3987, 0.4142, -0.8555, -0.0767, 0.2722, 0.3364, 0.3205, 0.1381, -0.8189, -0.1105, 0.3089, 0.3601, 0.2129, 0.0924, -0.8546, -0.0879, 0.2809, 0.3746, 0.2598, 0.1320, -0.5183, -0.2615, 0.3317, 0.0722, 0.3375, 0.1645, -0.6803, -0.0785, 0.3343, 0.3117, 0.1122, 0.1716, -0.8378, -0.0173, 0.3397, 0.2631, 0.2682, 0.1263, -0.6671, -0.2571, 0.2120, 0.2904, 0.3373, 0.1568]}

***

# 4
{"formula": "C27H22BrFIrN4O7", "method": "wB97M-V/def2-TZVPD", "multiplicity": 5, "gap_ev": [7.33, 5.06], "charge": 1, "lumo_energy_ev": [-2.7, -6.1], "elements": ["Ir", "C", "O", "C", "C", "C", "C", "C", "C", "O", "C", "O", "C", "H", "H", "H", "H", "H", "H", "H", "H", "H", "Br", "C", "C", "C", "C", "C", "C", "N", "C", "C", "C", "C", "C", "C", "N", "H", "H", "H", "H", "H", "H", "H", "H", "H", "F", "C", "C", "N", "C", "C", "O", "O", "C", "O", "N", "C", "O", "H", "H", "H", "H"], "coordinates": [[0.154, -0.076, -0.095], [-4.844, -5.493, 2.288], [-4.107, -4.771, 1.301], [-3.274, -3.806, 1.700], [-3.059, -3.466, 3.050], [-2.178, -2.463, 3.339], [-1.467, -1.746, 2.347], [-0.507, -0.760, 2.737], [-0.265, -0.346, 4.157], [0.231, -0.132, 1.928], [-1.717, -2.100, 0.985], [-1.179, -1.512, -0.076], [-2.606, -3.126, 0.696], [-5.455, -6.201, 1.739], [-5.486, -4.823, 2.861], [-4.171, -6.032, 2.957], [-3.569, -3.981, 3.849], [-2.022, -2.227, 4.379], [-0.808, -0.910, 4.903], [-0.542, 0.707, 4.238], [0.803, -0.415, 4.360], [-2.785, -3.384, -0.338], [-4.537, 0.445, -5.759], [-3.065, 0.306, -4.640], [-1.777, 0.244, -5.195], [-0.684, 0.152, -4.384], [-0.835, 0.109, -2.952], [-2.172, 0.171, -2.420], [-3.249, 0.271, -3.246], [0.199, 0.040, -2.114], [1.532, 0.083, -2.606], [2.576, 0.108, -1.686], [3.935, 0.185, -2.045], [4.890, 0.217, -1.055], [4.502, 0.180, 0.282], [3.148, 0.105, 0.584], [2.224, 0.060, -0.362], [-1.657, 0.272, -6.269], [0.288, 0.104, -4.845], [-2.312, 0.164, -1.352], [-4.248, 0.332, -2.836], [1.739, 0.127, -3.660], [4.205, 0.224, -3.092], [5.939, 0.276, -1.313], [5.228, 0.211, 1.081], [2.785, 0.089, 1.603], [-5.078, 3.673, -2.322], [-4.495, 3.714, -1.122], [-3.181, 3.883, -0.997], [-2.558, 3.925, 0.235], [-1.113, 3.876, 0.307], [-0.607, 2.466, 0.102], [0.595, 2.256, -0.189], [-1.422, 1.506, 0.243], [-3.266, 3.753, 1.412], [-2.735, 3.699, 2.499], [-4.627, 3.606, 1.237], [-5.356, 3.558, 0.047], [-6.549, 3.392, 0.034], [-2.547, 3.990, -1.867], [-0.815, 4.195, 1.305], [-0.662, 4.543, -0.425], [-5.163, 3.493, 2.087]], "mulliken_charge": [2.7053, -0.9051, -0.4228, 0.6517, -0.9248, -1.4740, 0.0034, 1.5441, -1.3281, -0.9368, 0.8822, -1.3526, -0.2417, 0.2618, 0.3668, 0.3716, 0.4672, 0.1855, 0.3901, 0.3103, 0.3234, 0.5198, -0.0879, -0.0249, -0.8335, -0.8982, 1.3743, -0.1463, -0.8637, 0.0960, -0.4704, 0.5782, -1.0460, -0.2448, -0.8813, 0.1779, 0.1234, 0.4490, 0.3199, 0.6387, 0.5399, 0.1894, 0.4311, 0.4487, 0.4273, 0.4839, -0.3790, 0.3151, 0.0184, 0.0904, -1.3247, 0.9134, -0.7338, -1.0632, 0.4874, -0.6301, -0.0700, 0.3230, -0.5865, 0.4235, 0.4023, 0.4054, 0.2305]}